(1)
{
  "formula": "C5H5NO",
  "method": "the ωB97M-V functional and the def2-TZVPD basis",
  "lumo_ev": 1.0,
  "species": ["H", "H", "O", "C", "C", "C", "C", "N", "C", "H", "H", "H"],
  "positions_angstrom": [[1.725249, -0.667972, -0.089272], [-0.618721, 0.497889, 1.674745], [0.257840, 2.963528, 0.010443], [0.697113, -0.392476, 0.103062], [-0.451316, -0.396998, -0.790203], [0.470188, 2.421981, -0.961665], [-0.041414, -0.386457, 1.398685], [-0.986023, -0.082890, -1.884086], [-0.541821, -1.307261, 0.334938], [-0.413955, 0.603503, -2.381003], [-0.572087, -2.392813, 0.355601], [0.474946, -0.860033, 2.228754]],
  "forces_ev_per_a": [[-0.124, 0.040, 0.049], [0.067, -0.227, -0.075], [0.155, -0.467, -0.832], [0.246, 0.199, -0.188], [-0.145, -0.204, -0.059], [-0.073, 0.703, 0.858], [0.077, 0.072, 0.252], [0.099, 0.007, 0.038], [-0.118, -0.251, -0.067], [-0.045, -0.194, 0.075], [-0.079, 0.304, -0.013], [-0.060, 0.019, -0.037]],
  "mulliken_charge": [0.248, 0.169, -0.146, -0.404, 0.949, 0.093, -0.248, -0.777, -0.685, 0.291, 0.253, 0.257]
}

---

(2)
{
  "formula": "C51H63BO23S2",
  "method": "the ωB97M-V functional and the def2-TZVPD basis",
  "lumo_ev": -1.4,
  "smiles": "CCB(O)c1c(S)c(S)c2c(c1CCCCCOC)C(=O)c1c(COc3cc(C)ccc3C(C)C)cccc1C2=O.O=C1OCCO1.O=C1OCCO1.O=C1OCCO1.O=C1OCCO1.O=C1OCCO1.O=C1OCCO1",
  "species": ["O", "C", "H", "H", "O", "H", "O", "C", "H", "H", "H", "H", "C", "O", "C", "H", "C", "H", "C", "O", "H", "H", "H", "H", "C", "C", "H", "C", "H", "H", "H", "H", "H", "H", "O", "C", "C", "H", "C", "C", "C", "C", "H", "C", "O", "H", "H", "H", "O", "H", "H", "H", "O", "C", "O", "O", "C", "C", "C", "H", "C", "C", "C", "H", "C", "C", "C", "H", "H", "C", "H", "O", "C", "S", "H", "H", "H", "O", "C", "H", "H", "H", "H", "C", "C", "H", "S", "H", "C", "C", "C", "C", "O", "C", "O", "H", "H", "C", "C", "H", "H", "O", "C", "O", "H", "C", "C", "O", "C", "H", "H", "O", "C", "H", "O", "H", "C", "C", "O", "C", "H", "H", "C", "C", "H", "H", "H", "O", "C", "B", "H", "H", "H", "H", "O", "H", "C", "H", "C", "H"],
  "positions_angstrom": [[1.697585, 6.881677, -0.124604], [0.812874, 1.344810, 1.682678], [2.370147, -3.385178, 1.612365], [7.383593, 5.330072, -4.003539], [-3.007211, -3.033229, -5.950206], [3.792496, -0.892277, 1.068500], [1.624896, -6.028266, 11.443765], [-0.788710, 1.416136, 1.637178], [8.802587, 4.372773, -4.485544], [2.805804, 3.533632, 1.330582], [0.497753, -4.405664, 9.456924], [3.816358, -4.801617, 6.895281], [2.033770, -2.300272, 1.381162], [-0.356264, -3.387506, 1.236398], [-7.213059, -0.995490, -2.814374], [-5.405362, 1.794498, 2.840316], [0.682747, -1.979666, -1.975613], [4.142525, -3.430273, 4.957616], [-6.795734, 0.932788, -0.353193], [7.450607, -1.917868, 2.359635], [2.050442, -1.738570, 2.374694], [4.868108, 2.128452, -1.279637], [-8.009608, 2.195318, 2.706553], [8.172717, -0.056489, 2.932322], [-1.888973, -3.779363, -6.409750], [-5.097863, 2.896160, -4.529208], [-4.663526, 2.561258, -0.975875], [3.180274, -1.658861, 0.449493], [-8.791524, 1.243792, 1.325147], [-1.781268, -5.935166, -6.569079], [2.327781, 5.074190, -0.939577], [-1.146774, -3.833814, -5.608166], [1.149975, 2.057305, 2.533322], [0.677368, 2.534685, -0.205661], [6.378555, -3.884157, 2.691241], [-3.099792, 1.726800, -5.949850], [-5.758354, 1.041965, 2.052340], [-7.099865, -1.002365, 0.883074], [-1.502912, 0.165481, 0.936522], [1.538032, -2.948515, 5.822977], [-4.360622, 2.704686, -3.173391], [-0.921905, 0.856182, -4.503931], [3.684385, 1.962757, 0.728736], [0.086711, -1.502940, -0.592005], [-2.176981, 2.693670, -0.996691], [1.554446, 6.295593, -3.278413], [7.129458, 3.250739, -5.784055], [3.901088, 2.858849, -2.675008], [1.605491, 7.989875, -2.077418], [-4.853801, 0.560557, 1.527759], [3.221155, 1.395867, -1.799375], [5.850486, 3.585222, -4.594625], [2.402205, -4.311757, 10.217198], [1.006816, -4.105202, 10.377248], [2.088725, -3.647168, 6.853468], [3.160645, 3.325672, -0.770547], [1.481058, 1.903126, 0.331500], [1.644268, 5.899557, -1.152583], [3.257867, -4.071777, 4.935843], [2.422821, -2.074432, -4.665578], [7.669911, 2.455200, -2.809610], [2.039405, 6.669303, -2.375147], [7.233649, -0.607612, 2.865067], [2.801649, -1.089102, -0.463865], [-1.176149, 0.499042, -1.804202], [-2.968168, 2.030418, -3.210816], [-2.093956, 1.797331, -1.876426], [-5.125356, 2.646037, -6.835667], [-1.608235, -0.736419, 1.647521], [7.808314, 4.325477, -4.031900], [-6.771494, -2.855365, -3.933229], [-3.581300, -5.203132, -5.836945], [-2.360064, 1.549477, -4.583684], [1.053775, -1.900456, -4.868235], [3.953849, -2.424960, 0.065425], [-1.093297, 2.437809, 1.222126], [-6.120918, 2.873857, 0.682071], [5.957728, -2.105501, 4.028854], [2.844782, 2.716774, 0.536082], [0.780528, -4.480942, 12.499387], [-1.143643, 1.414540, 2.741016], [-6.142636, 3.379902, -4.558835], [-8.556047, -2.226799, -4.217698], [-6.731855, 1.516874, -1.795260], [-4.497969, 2.436938, -5.898381], [-2.858421, -5.170461, -7.759525], [1.785758, -3.487626, -2.067724], [6.557288, -0.075566, 2.189565], [-2.483101, -5.116064, -6.733232], [-7.449495, -1.938071, -4.102765], [-6.620119, 1.870113, 0.939753], [6.910032, 3.342565, -4.719270], [7.845672, 1.671844, -1.920586], [-7.046941, -0.584319, -0.173553], [3.743481, -6.086252, 10.644037], [7.370255, -0.970887, 4.998064], [-4.858805, 4.319512, -1.701940], [6.620530, -0.860985, 4.209144], [-8.086235, 2.108877, 1.570348], [-2.646719, 1.367973, -6.946420], [0.623816, 5.508556, -1.215853], [7.926621, 3.789165, -2.721533], [1.543104, 8.094955, -0.720903], [1.373440, 9.122938, -0.129031], [-0.805968, -3.066869, 2.048438], [2.689831, -5.527956, 10.757475], [-5.091452, 3.196300, -1.823970], [-0.101994, 1.008078, -5.445209], [-6.944612, 0.546433, -2.984311], [1.208622, 0.303739, 2.001370], [-7.051773, -1.419888, -5.038577], [0.653722, -2.147360, 5.944201], [0.341624, -1.230525, -3.294350], [5.913139, -0.082340, 4.498680], [-4.919394, -3.636524, -4.898572], [2.370449, -5.580452, 6.213958], [-0.875789, -0.272033, -0.461050], [-0.572959, 0.020406, -3.181567], [-6.510724, 2.924104, -1.956094], [-3.929055, -3.929519, -5.504528], [-2.591500, 0.494675, 0.713829], [-8.530861, 3.060084, 1.122458], [3.808242, 2.365632, -1.637465], [6.577799, -2.743212, 2.997275], [-6.936649, 0.918829, -4.074529], [3.399795, -4.844951, 4.179307], [1.704879, 0.974646, -0.324091], [2.120058, -3.274359, 4.637559], [2.928859, -4.642060, 6.281176], [0.566799, -2.412571, 0.698553], [-1.435816, -3.303021, -7.280585], [-0.350845, -5.388363, 11.470626], [3.122473, 6.680016, -2.531507], [-7.401414, -2.686421, -1.257321], [7.185826, 2.126359, -4.038982], [-6.423150, 0.226971, 2.521962], [-7.237780, -1.551560, -1.365407], [0.790997, -3.054220, 10.574775], [0.661961, -4.988115, 11.537283], [1.209480, -4.495175, -1.271379]],
  "forces_ev_per_a": [[-0.029, 0.723, -0.297], [0.312, 0.825, 0.576], [-0.676, 1.682, -0.111], [0.082, -0.108, 0.192], [-0.516, -0.380, 0.152], [-0.952, -1.162, -0.975], [0.455, 0.167, -0.350], [0.515, -0.285, 1.328], [-0.060, -0.034, 0.027], [-0.035, -1.081, -1.162], [0.048, 0.026, 0.048], [-0.202, 0.118, 0.090], [1.173, -0.521, -0.706], [0.587, 1.962, -0.216], [0.357, 2.446, 2.687], [-0.491, -1.271, -0.948], [-2.739, 2.417, 0.607], [-0.092, -0.072, -0.015], [-0.102, -1.427, -2.443], [-0.403, -0.440, 0.392], [-0.391, -0.882, -1.202], [-1.378, 0.203, -0.307], [-0.147, 0.084, -1.524], [-0.029, -0.201, -0.130], [0.852, 0.283, -0.160], [2.828, -1.389, -0.623], [-0.500, 1.211, -1.006], [1.060, 0.609, 0.280], [1.102, 1.128, 0.325], [-0.212, 0.007, 0.096], [-0.236, 0.349, 0.054], [-0.055, 0.001, -0.049], [-0.603, -1.099, -1.222], [1.489, -0.767, 0.754], [0.069, 0.911, 0.326], [-1.619, 1.497, 3.463], [-0.046, 0.669, -0.845], [0.097, 0.621, -1.674], [-0.748, 0.462, -0.964], [-0.663, 0.622, 0.078], [1.361, -0.772, -2.972], [0.773, 0.767, -1.569], [-1.058, 1.093, 0.271], [-0.534, 1.241, -2.649], [0.480, -3.252, -2.256], [-0.011, 0.221, 0.058], [-0.020, -0.186, 0.143], [-0.182, -0.652, 1.607], [-0.066, 0.098, 0.511], [-1.317, 0.659, 1.000], [0.691, 1.331, 0.455], [0.063, -0.009, 0.020], [0.199, -0.562, 0.317], [-0.545, 0.661, -0.449], [-0.329, 0.437, -0.449], [0.543, -1.539, 0.621], [-0.315, -0.901, 0.258], [0.030, -0.983, 0.147], [0.829, -0.281, -0.531], [-1.281, 0.395, 0.525], [0.174, -0.726, 0.838], [0.183, -0.278, -0.681], [0.290, 0.757, -0.352], [0.306, -0.810, 1.257], [1.459, -2.162, -0.379], [-1.133, -0.236, -2.661], [-0.714, 1.689, 0.164], [1.241, -0.498, 1.542], [0.536, 1.367, -1.162], [0.266, 0.789, -0.242], [-1.417, 1.342, -0.425], [-0.155, 0.549, 0.216], [-2.225, 0.752, 0.280], [-0.233, 0.608, 0.714], [-1.419, 1.078, 0.662], [0.300, -1.725, 0.227], [-0.780, -1.690, 0.351], [0.178, -0.234, -0.425], [-0.446, -0.962, -1.092], [0.024, -0.029, -0.060], [0.438, -0.070, -1.759], [1.928, -0.869, 0.253], [1.741, 0.455, 0.196], [-0.941, -3.982, 0.862], [1.788, -0.501, 3.430], [-0.003, 0.021, 0.064], [-1.107, 0.624, 0.446], [0.031, -0.054, 0.036], [0.311, -0.628, -0.502], [0.886, 0.359, 1.263], [-0.603, -1.623, 0.226], [-0.450, 0.074, -0.730], [-0.189, 0.656, -0.710], [0.092, 0.961, -3.086], [-0.867, 0.455, 0.055], [-0.034, -0.021, -0.066], [-0.797, -1.815, 0.016], [-0.059, 0.583, 0.692], [0.184, 0.346, -0.276], [-0.731, 0.652, 1.979], [0.008, 0.082, -0.024], [-0.178, -0.573, -0.012], [-0.190, 0.869, 0.675], [0.150, -0.804, -0.515], [0.534, -0.533, -0.611], [0.986, -0.501, -0.090], [1.463, -0.800, -1.179], [-2.709, -0.766, 3.207], [-0.296, -1.284, 2.073], [-0.729, 1.619, -0.742], [-0.712, -0.635, 1.285], [0.644, -0.610, -0.099], [-0.270, 0.763, 3.646], [-0.058, -0.227, 0.001], [0.868, -0.291, -0.513], [0.001, 0.071, 0.002], [1.566, -1.011, -3.415], [0.433, -1.106, 1.908], [0.726, -1.653, 0.283], [-0.797, 0.270, 0.526], [1.700, -0.579, 0.318], [0.454, -1.271, 0.737], [0.450, 0.175, -1.105], [-0.045, -1.045, -0.498], [0.059, -0.437, 2.065], [-0.112, 0.202, -0.042], [-0.367, 1.705, 0.821], [-0.503, 0.210, 0.594], [0.398, -0.728, 0.404], [-0.609, -0.328, 0.679], [-0.139, 0.122, 0.147], [0.188, -0.134, 0.031], [-0.039, 0.011, 0.049], [0.288, 2.095, 0.142], [0.253, 0.121, 0.510], [1.160, 1.339, -0.643], [0.427, 3.366, -1.212], [0.198, -0.075, -0.104], [-0.663, 0.014, 0.522], [0.000, 1.482, -0.587]],
  "mulliken_charge": [-0.343, -0.138, 0.190, 0.297, -0.252, -0.127, -0.318, -0.730, 0.261, 0.375, 0.194, 0.353, -0.151, -0.636, 0.549, 0.400, 0.229, 0.005, 0.332, -0.335, 0.232, 0.156, 0.336, 0.301, -0.118, -0.866, 0.020, -0.117, 0.297, 0.300, -0.221, 0.111, 0.504, -0.064, -0.536, -0.846, -1.169, 0.172, -0.159, 0.515, 0.176, -0.029, 0.025, 0.357, -0.570, 0.313, 0.305, 0.079, -0.333, 0.149, 0.118, 0.186, -0.292, -0.284, -0.268, -0.534, 1.013, 0.658, -0.025, 0.159, 0.695, -0.358, -0.229, -0.074, 0.854, 0.500, 0.301, 0.330, 0.353, -0.324, 0.261, -0.339, 0.390, -0.240, 0.347, 0.296, 0.337, -0.278, -0.482, 0.249, 0.438, 0.359, 0.296, 0.313, -0.470, 0.254, -0.168, 0.134, -0.334, -1.024, 0.622, -0.230, -0.545, -0.307, -0.537, 0.271, 0.440, -0.353, -1.252, 0.356, 0.093, -0.317, 0.638, -0.545, 0.304, 0.663, -0.275, -0.548, -0.479, -0.327, 0.276, -0.575, -0.401, 0.325, -0.504, 0.243, -0.456, 0.574, -0.529, 0.521, -0.514, 0.322, -0.218, 0.656, 0.140, 0.361, -0.643, -0.211, -0.373, 0.021, 0.307, 0.289, 0.276, 0.263, -0.307, 0.332, -0.673, 0.344, -0.295, 0.186]
}

---

Number 1: electronic energy -8800.3774 eV, gap between HOMO and LUMO 10.54 eV, HOMO level -9.58 eV. Number 2: electronic energy -123334.4212 eV, gap between HOMO and LUMO 6.70 eV, HOMO level -8.08 eV.